[1]
{
  "formula": "C36H58Cl8MgO25S",
  "method": "ωB97M-V/def2-TZVPD",
  "gap_ev": 4.7769,
  "homo_ev": -7.88,
  "elements": ["Mg", "S", "O", "O", "O", "O", "C", "C", "C", "O", "C", "O", "O", "H", "H", "H", "H", "H", "H", "C", "C", "C", "O", "C", "O", "O", "H", "H", "H", "H", "H", "H", "C", "C", "C", "O", "C", "O", "O", "H", "H", "H", "H", "H", "H", "C", "C", "C", "O", "C", "O", "O", "H", "H", "H", "H", "H", "H", "C", "C", "C", "O", "C", "O", "O", "H", "H", "H", "H", "H", "H", "C", "C", "C", "O", "C", "O", "O", "H", "H", "H", "H", "H", "H", "C", "C", "C", "O", "C", "O", "O", "H", "H", "H", "H", "H", "H", "Cl", "C", "C", "Cl", "H", "H", "H", "H", "Cl", "C", "C", "Cl", "H", "H", "H", "H", "Cl", "C", "C", "Cl", "H", "H", "H", "H", "Cl", "C", "C", "Cl", "H", "H", "H", "H"],
  "positions_angstrom": [[10.05, -13.73, 2.75], [6.90, -13.12, 2.28], [5.86, -14.06, 2.52], [7.94, -13.65, 1.37], [6.47, -11.81, 1.90], [7.84, -12.96, 3.38], [6.01, -17.31, -1.13], [5.02, -17.96, -0.06], [3.54, -18.15, -0.35], [3.25, -19.52, 0.02], [4.42, -20.11, 0.32], [4.35, -21.20, 0.81], [5.44, -19.27, 0.06], [5.87, -17.31, -2.21], [7.04, -17.63, -0.96], [6.03, -16.25, -0.90], [5.29, -17.58, 0.92], [3.23, -17.93, -1.37], [2.86, -17.55, 0.27], [4.79, -8.82, 5.83], [5.76, -9.30, 6.88], [7.14, -9.53, 6.25], [7.94, -8.78, 7.09], [7.24, -8.19, 8.01], [7.65, -7.27, 8.73], [6.00, -8.59, 8.03], [4.91, -9.50, 4.99], [4.89, -7.76, 5.62], [3.81, -8.99, 6.27], [5.48, -10.32, 7.12], [7.09, -9.31, 5.18], [7.23, -10.62, 6.26], [12.47, -6.17, 1.25], [12.17, -7.39, 2.04], [10.82, -7.50, 2.63], [10.48, -8.89, 2.57], [11.32, -9.47, 1.62], [11.20, -10.67, 1.37], [12.18, -8.57, 1.15], [11.77, -5.92, 0.45], [13.48, -6.34, 0.87], [12.35, -5.28, 1.87], [12.95, -7.50, 2.78], [10.05, -6.96, 2.07], [10.86, -7.27, 3.69], [12.37, -13.24, 10.09], [12.94, -12.71, 8.79], [14.13, -13.50, 8.24], [13.76, -13.53, 6.87], [12.48, -13.24, 6.72], [11.94, -13.22, 5.69], [11.91, -12.99, 7.88], [12.35, -14.33, 10.06], [11.35, -12.90, 10.29], [12.93, -12.96, 10.98], [13.02, -11.63, 8.71], [14.33, -14.55, 8.47], [15.07, -12.97, 8.40], [13.77, -17.57, -3.31], [13.17, -17.79, -1.98], [14.09, -18.17, -0.88], [13.57, -17.52, 0.30], [12.74, -16.57, -0.10], [12.12, -15.80, 0.69], [12.68, -16.57, -1.39], [13.06, -17.42, -4.12], [14.48, -18.39, -3.44], [14.33, -16.64, -3.23], [12.39, -18.53, -2.14], [15.12, -18.00, -1.20], [14.22, -19.24, -0.74], [9.54, -21.32, 4.16], [8.28, -20.51, 4.23], [7.98, -19.91, 5.56], [8.77, -18.76, 5.53], [8.74, -18.29, 4.31], [9.25, -17.20, 3.97], [8.62, -19.34, 3.47], [9.50, -22.26, 4.72], [10.40, -20.73, 4.49], [9.60, -21.62, 3.11], [7.43, -21.08, 3.86], [8.29, -20.57, 6.38], [6.92, -19.70, 5.66], [10.18, -12.35, -3.04], [11.64, -11.93, -3.17], [12.36, -12.32, -4.43], [13.03, -11.09, -4.87], [12.45, -9.99, -4.31], [12.56, -8.78, -4.57], [11.64, -10.49, -3.26], [10.15, -13.44, -2.99], [9.44, -12.08, -3.80], [9.62, -11.89, -2.23], [12.16, -12.31, -2.29], [11.68, -12.72, -5.19], [13.05, -13.16, -4.32], [5.51, -4.27, -0.55], [5.89, -5.92, -0.08], [4.86, -6.57, 0.89], [3.24, -6.90, 0.17], [6.84, -5.96, 0.46], [5.97, -6.49, -1.00], [4.75, -6.06, 1.84], [5.19, -7.56, 1.20], [3.71, -13.84, -3.48], [3.70, -12.76, -2.03], [3.10, -13.53, -0.85], [1.45, -14.09, -1.16], [3.11, -11.88, -2.27], [4.73, -12.43, -1.90], [3.07, -12.92, 0.05], [3.73, -14.34, -0.49], [0.99, -15.33, 5.06], [0.67, -13.91, 4.07], [1.46, -12.67, 4.48], [0.85, -11.20, 3.71], [-0.41, -13.85, 4.19], [1.01, -14.16, 3.06], [2.50, -12.91, 4.25], [1.42, -12.57, 5.56], [4.19, -14.43, 8.92], [5.48, -14.72, 7.68], [6.84, -15.07, 8.46], [7.08, -13.75, 9.51], [5.77, -13.92, 7.00], [5.00, -15.43, 7.00], [7.65, -15.24, 7.76], [6.73, -15.86, 9.20]],
  "lowdin_charge": [1.42, 0.11, -0.35, -0.48, -0.35, -0.49, 0.01, -0.28, -0.07, 0.06, -0.56, 0.14, 0.06, 0.07, 0.08, 0.07, 0.16, 0.13, 0.13, -0.01, -0.37, -0.10, 0.12, -0.59, 0.11, 0.15, 0.10, 0.10, 0.09, 0.15, 0.13, 0.14, -0.02, -0.32, -0.11, 0.05, -0.50, 0.09, 0.11, 0.10, 0.10, 0.10, 0.16, 0.14, 0.15, -0.02, -0.31, -0.06, 0.08, -0.64, 0.18, 0.10, 0.09, 0.09, 0.09, 0.17, 0.14, 0.14, -0.02, -0.34, -0.09, 0.11, -0.54, 0.06, 0.12, 0.10, 0.10, 0.10, 0.16, 0.14, 0.14, -0.02, -0.32, -0.11, 0.09, -0.53, 0.09, 0.09, 0.09, 0.10, 0.09, 0.16, 0.15, 0.14, -0.03, -0.32, -0.08, 0.05, -0.44, 0.12, 0.03, 0.08, 0.09, 0.09, 0.15, 0.13, 0.13, 0.55, -0.68, -0.64, 0.51, 0.06, 0.06, 0.07, 0.06, 0.49, -0.61, -0.68, 0.53, 0.07, 0.07, 0.07, 0.06, 0.55, -0.69, -0.68, 0.55, 0.06, 0.07, 0.08, 0.06, 0.49, -0.60, -0.70, 0.57, 0.07, 0.06, 0.07, 0.05]
}



[2]
{
  "formula": "C36H58F6NO10Si",
  "method": "ωB97M-V/def2-TZVPD",
  "gap_ev": 8.8512,
  "e_above_lowest_kj_mol": 272.1,
  "homo_ev": -11.80,
  "charge": 1,
  "elements": ["C", "C", "C", "C", "C", "O", "C", "C", "C", "O", "C", "C", "N", "C", "C", "C", "O", "C", "C", "C", "C", "C", "C", "C", "C", "C", "O", "Si", "C", "C", "C", "C", "C", "C", "O", "O", "H", "H", "H", "H", "H", "H", "H", "H", "H", "H", "H", "H", "H", "H", "H", "H", "H", "H", "H", "H", "H", "H", "H", "H", "H", "H", "H", "H", "H", "H", "H", "H", "H", "H", "H", "H", "H", "H", "H", "H", "H", "H", "H", "H", "H", "H", "H", "H", "C", "C", "O", "C", "O", "C", "F", "F", "F", "H", "H", "H", "H", "H", "C", "C", "O", "C", "O", "C", "F", "F", "F", "H", "H", "H", "H", "H"],
  "positions_angstrom": [[-1.25, -4.05, -2.46], [-0.70, -2.58, -2.60], [-0.58, -1.79, -1.24], [-1.98, -1.88, -0.48], [-0.07, -0.25, -1.40], [-1.14, 0.55, -0.88], [-2.02, 1.16, -1.81], [-3.28, 1.71, -0.97], [-4.48, 0.70, -0.91], [-3.77, 2.85, -1.73], [0.32, 0.04, -2.92], [1.02, 1.46, -3.09], [2.12, 1.71, -2.10], [1.80, 1.35, -0.69], [3.14, 1.61, 0.15], [3.02, 2.84, 1.10], [2.94, 3.96, 0.63], [3.02, 2.74, 2.65], [3.23, 1.45, 3.36], [3.19, 1.35, 4.82], [2.91, 2.54, 5.62], [2.71, 3.82, 4.95], [2.77, 3.91, 3.49], [1.24, -0.12, -0.47], [2.40, -1.10, -1.01], [3.04, -2.04, 0.06], [2.18, -3.08, 0.54], [2.90, -3.87, 1.90], [4.77, -4.20, 1.65], [2.79, -2.65, 3.40], [2.10, -5.55, 2.28], [0.95, -0.28, 1.06], [0.14, 0.87, 1.78], [-1.11, 0.24, 2.54], [-2.13, 0.88, 2.59], [-1.06, -1.00, 3.18], [-0.93, -4.68, -3.33], [-1.03, -4.52, -1.46], [-2.38, -3.98, -2.52], [0.30, -2.66, -3.13], [-1.42, -2.02, -3.26], [0.12, -2.39, -0.58], [-1.97, -1.37, 0.52], [-2.27, -2.95, -0.28], [-2.75, -1.48, -1.19], [-2.42, 0.38, -2.52], [-1.64, 2.05, -2.37], [-2.96, 2.12, 0.02], [-4.40, -0.08, -1.70], [-5.45, 1.26, -0.93], [-4.40, 0.17, 0.09], [-3.07, 3.51, -1.82], [1.09, -0.68, -3.32], [-0.53, -0.08, -3.63], [0.31, 2.32, -3.15], [1.52, 1.41, -4.10], [2.98, 1.30, -2.48], [2.28, 2.73, -2.11], [1.09, 2.16, -0.34], [3.96, 1.86, -0.59], [3.50, 0.70, 0.70], [3.43, 0.49, 2.82], [3.32, 0.34, 5.30], [2.86, 2.42, 6.73], [2.51, 4.74, 5.55], [2.58, 4.89, 3.00], [2.02, -1.80, -1.81], [3.25, -0.54, -1.49], [3.50, -1.47, 0.93], [3.92, -2.55, -0.44], [5.20, -4.68, 2.57], [4.89, -4.88, 0.76], [5.26, -3.22, 1.40], [2.83, -3.21, 4.37], [3.67, -1.96, 3.31], [1.82, -2.08, 3.32], [2.76, -6.34, 1.82], [2.16, -5.72, 3.39], [1.04, -5.65, 1.94], [1.88, -0.36, 1.69], [0.43, -1.27, 1.20], [-0.29, 1.66, 1.14], [0.71, 1.39, 2.60], [-1.58, -1.61, 2.63], [-3.62, 3.10, 4.45], [-2.13, 3.34, 4.40], [-1.83, 4.73, 4.65], [-1.81, 5.10, 5.94], [-2.02, 4.37, 6.86], [-1.43, 6.57, 6.06], [-2.09, 7.34, 5.18], [-0.11, 6.76, 5.83], [-1.69, 7.07, 7.27], [-4.14, 3.77, 3.77], [-3.85, 2.07, 4.18], [-4.02, 3.29, 5.45], [-1.76, 3.12, 3.40], [-1.59, 2.69, 5.09], [-3.93, -3.61, -8.22], [-2.44, -3.33, -8.28], [-2.17, -1.94, -8.01], [-2.15, -1.59, -6.72], [-2.34, -2.33, -5.80], [-1.80, -0.11, -6.59], [-2.47, 0.66, -7.46], [-0.49, 0.12, -6.83], [-2.06, 0.39, -5.37], [-4.47, -2.94, -8.90], [-4.14, -4.64, -8.51], [-4.33, -3.43, -7.22], [-2.07, -3.53, -9.28], [-1.89, -3.98, -7.59]],
  "lowdin_charge": [-0.10, -0.22, -0.24, -0.02, -0.31, -0.12, -0.13, -0.33, -0.03, -0.08, -0.07, -0.08, 0.07, -0.18, -0.02, -0.32, 0.07, -0.13, -0.04, -0.05, -0.05, -0.04, 0.00, -0.24, -0.07, -0.28, -0.24, 0.49, -0.18, -0.17, -0.17, -0.09, -0.04, -0.44, 0.10, 0.06, 0.08, 0.08, 0.08, 0.11, 0.10, 0.12, 0.07, 0.09, 0.07, 0.13, 0.12, 0.14, 0.07, 0.10, 0.09, 0.08, 0.12, 0.11, 0.13, 0.15, 0.17, 0.19, 0.17, 0.14, 0.10, 0.08, 0.10, 0.11, 0.11, 0.12, 0.12, 0.12, 0.10, 0.13, 0.05, 0.05, 0.03, 0.05, 0.03, 0.03, 0.04, 0.04, 0.04, 0.08, 0.12, 0.11, 0.12, 0.11, -0.05, -0.21, 0.03, -0.39, 0.17, -0.53, 0.16, 0.15, 0.17, 0.09, 0.07, 0.08, 0.10, 0.13, -0.06, -0.19, 0.04, -0.39, 0.16, -0.51, 0.18, 0.15, 0.14, 0.09, 0.09, 0.08, 0.13, 0.13]
}